Molecular formula: C16H36As6CrF36P
Method: DFT, wB97M-V/def2-TZVPD

Results
E_LUMO (spin up / spin down) = 3.97 / 3.97 eV
DFT total energy = -517773.1426 eV
E_HOMO (spin up / spin down) = -4.74 / -6.11 eV
Spin multiplicity = 5
Net charge = -3

Element x y z (Å)
Cr 11.8155 13.1714 13.8739
C 16.0238 18.4008 15.1016
C 16.7267 18.7516 13.7859
C 16.0313 18.1901 12.5520
C 14.6046 18.8357 12.3869
P 13.9735 18.5303 10.6592
C 12.8386 19.9350 10.1309
C 11.4195 19.8844 10.7974
C 11.4465 20.6823 12.0785
C 11.7193 22.1735 11.8601
C 15.3331 18.6994 9.4994
C 16.0981 20.0885 9.5457
C 17.4009 20.2246 8.6788
C 17.2102 19.8585 7.2043
C 13.4177 16.9087 10.3235
C 12.6585 16.7454 8.9880
C 12.3813 15.2831 8.6831
C 11.5171 15.1438 7.4405
H 16.0150 17.3800 15.4213
H 15.0102 18.8095 15.2538
H 16.6415 18.7085 15.9906
H 17.7274 18.3565 13.6599
H 16.7282 19.8764 13.6849
H 15.9956 17.1117 12.5740
H 16.6068 18.4476 11.6059
H 14.7418 19.9227 12.4681
H 13.8590 18.4658 13.0827
H 12.8291 19.8971 9.0188
H 13.3971 20.9116 10.3532
H 11.1188 18.8944 11.1326
H 10.7618 20.3101 10.0685
H 12.2188 20.4165 12.7982
H 10.5230 20.3666 12.6185
H 11.2779 22.6247 10.9711
H 12.7890 22.3162 11.7334
H 11.4187 22.8393 12.6641
H 15.1067 18.5639 8.4238
H 16.0252 17.8695 9.6483
H 16.3857 20.4584 10.5211
H 15.3849 20.8936 9.2849
H 18.2382 19.6770 9.0573
H 17.7336 21.2559 8.6734
H 16.6350 20.5596 6.5914
H 16.7583 18.8894 7.1468
H 18.1692 19.8846 6.7023
H 12.8271 16.5938 11.1349
H 14.2064 16.1265 10.2965
H 13.2462 17.2165 8.1878
H 11.7159 17.2761 8.9484
H 11.9155 14.7480 9.5924
H 13.3223 14.8533 8.5394
H 12.0375 15.1832 6.5550
H 10.7073 15.8746 7.4188
H 10.8669 14.1814 7.3555
As 10.4148 16.5880 13.1300
F 9.6515 18.1464 13.1554
F 8.9197 15.8732 13.1599
F 11.3653 15.0837 13.2576
F 11.9611 17.4553 12.9845
F 10.5227 16.5786 14.8453
F 10.5935 16.4353 11.3829
As 12.8685 14.1399 17.4792
F 12.9739 14.0795 19.2378
F 14.6476 14.1062 17.2596
F 12.5400 14.2183 15.7302
F 11.0992 14.3358 17.6559
F 13.0358 15.8640 17.4994
F 12.6792 12.4535 17.4252
As 12.1001 9.3994 12.8269
F 12.4847 7.9113 12.1558
F 11.2531 9.7493 11.3986
F 11.6555 11.0097 13.6457
F 12.7336 8.9050 14.4188
F 13.6038 10.1402 12.3925
F 10.5846 8.7450 13.3584
As 8.1007 13.2210 3.5214
F 7.3678 14.2518 2.3080
F 7.4574 11.8585 2.6633
F 8.6782 12.1950 4.7702
F 8.8110 14.5717 4.3067
F 6.5937 13.3761 4.4240
F 9.4909 13.1391 2.5171
As 8.3015 11.9962 14.6444
F 8.4665 12.7024 16.2288
F 7.3828 13.2929 14.0784
F 8.2943 11.3558 13.0707
F 9.2535 10.7165 15.2683
F 6.8949 11.1979 15.0190
F 9.7538 13.0872 14.2758
As 15.2152 13.9292 12.4825
F 13.7836 13.0494 13.0000
F 14.4470 15.4670 12.7716
F 16.5994 14.9228 12.0174
F 15.9803 12.4723 12.0422
F 14.5504 14.0530 10.8788
F 15.8401 13.8148 14.1099

Atomic partial charges in e from the Löwdin method, atoms 1 to 4: Cr 1.08; C -0.10; C -0.26; C -0.24

Molecular formula: C16H36B2O5Sb
Method: DFT, wB97M-V/def2-TZVPD

Results
E_LUMO = 2.06 eV
DFT total energy = -35303.3904 eV
E_HOMO = -3.06 eV
Net charge = -1

Element x y z (Å)
C -3.4091 -4.2573 6.1826
C -2.9168 -4.3082 4.9456
C -3.4990 -5.2365 3.9407
O -4.1896 -6.1664 4.2763
O -3.2400 -5.0477 2.6432
C -2.3969 -3.9518 2.2322
C -2.2642 -4.0054 0.7234
C -1.8819 -2.6549 0.1140
C -0.7980 -1.8720 0.8590
C -0.6537 -0.4176 0.3537
C 0.7715 0.1208 0.4073
Sb 1.1232 1.9329 -0.8588
C 0.6613 0.7999 -2.7725
B 0.8944 -0.7202 -2.7538
O 2.0704 -1.3141 -2.3081
O -0.1206 -1.5934 -3.2297
C 3.2895 1.3927 -0.9540
C 4.3040 2.5417 -1.1416
C 4.2662 3.0780 -2.5916
C 4.1632 3.6768 -0.1303
B -1.0552 2.6392 -0.6217
O -1.6209 2.6879 0.6558
C -1.9677 3.1572 -1.8044
C -1.3633 4.4963 -2.2994
H -2.8612 -3.7341 6.9550
H -4.3581 -4.6974 6.4530
H -2.0776 -3.6777 4.6916
H -2.8267 -3.0042 2.5599
H -1.4156 -4.0736 2.6915
H -3.2373 -4.3092 0.3326
H -1.5489 -4.7822 0.4529
H -2.7584 -2.0174 -0.0167
H -1.4925 -2.8443 -0.8896
H -1.0112 -1.8255 1.9301
H 0.1572 -2.3975 0.7638
H -1.0328 -0.3918 -0.6778
H -1.3022 0.1911 0.9806
H 1.4971 -0.6667 0.1905
H 0.9842 0.4419 1.4330
H 1.4805 2.8868 0.6458
H 1.4471 3.3968 -1.8564
H -0.3618 0.9724 -3.1103
H 1.3212 1.2494 -3.5229
H 1.9062 -2.2027 -1.9812
H -0.2912 -2.2950 -2.5933
H 3.4638 0.7043 -1.7820
H 3.5067 0.8749 -0.0147
H 5.2884 2.0873 -0.9723
H 3.9794 4.1286 -2.6051
H 3.5340 2.5294 -3.1816
H 5.2433 2.9667 -3.0650
H 3.2471 4.2335 -0.3207
H 5.0081 4.3633 -0.2398
H 4.1234 3.2955 0.8894
H -1.1459 3.2935 1.2331
H -2.0644 2.4395 -2.6193
H -2.9801 3.3515 -1.4355
H -0.6825 4.9081 -1.5480
H -0.7682 4.3760 -3.2000
H -2.1376 5.2509 -2.4385

Atomic partial charges in e from the Löwdin method, atoms 1 to 4: C 0.06; C -0.07; C -0.51; O 0.10

Molecular formula: C16H36BN7PPm
Method: DFT, wB97M-V/def2-TZVPD

Results
Relative energy (zero: lowest compared OMol25 entry of this formula, charge and spin) = 108.3 kJ/mol
E_LUMO (spin up / spin down) = -6.83 / -6.05 eV
DFT total energy = -54111.9877 eV
E_HOMO (spin up / spin down) = -14.23 / -14.23 eV
Spin multiplicity = 5
Net charge = +2

Element x y z (Å)
Pm -0.0129 -0.2273 -0.6749
C 2.0044 -2.5401 0.6487
N 1.1524 -2.3472 1.8084
C 0.7788 -3.4577 2.6450
C 0.1398 -2.7894 3.8707
N 0.0962 -1.3834 3.4802
C -0.3241 -0.2492 4.2995
C 0.6132 -1.1689 2.2751
N 0.6326 -0.0549 1.5509
C 0.9028 1.3097 2.0386
C 1.4427 2.1126 0.9105
N 0.4417 2.0206 -0.1760
C 0.5489 2.7954 -1.2567
N -0.4547 2.9008 -2.1778
C -1.8068 2.4928 -1.9111
C -0.2032 4.0373 -3.0711
C 1.2724 4.2057 -2.9866
N 1.6501 3.4561 -1.7876
C 3.0255 3.4366 -1.3335
H 3.1031 -2.5319 0.7488
H 1.8391 -1.7113 -0.0430
H 1.7346 -3.4900 0.1759
H 1.7139 -3.9963 2.8569
H 0.1430 -4.1427 2.0980
H 0.7633 -2.9532 4.7874
H -0.8473 -3.2632 4.1518
H -0.6970 -0.6438 5.2449
H -1.0831 0.3387 3.7385
H 0.5650 0.3660 4.4743
H 1.6055 1.2799 2.8618
H -0.0013 1.7440 2.4675
H 2.3620 1.6279 0.5806
H 1.5106 3.1614 1.1775
H -2.3424 2.5883 -2.8296
H -2.2735 3.1615 -1.1791
H -1.8490 1.4801 -1.5246
H -0.6600 4.9950 -2.7989
H -0.6204 3.8162 -4.0659
H 1.6126 5.2846 -2.7932
H 1.8365 3.8022 -3.8887
H 3.6477 4.0237 -2.0277
H 3.4757 2.4279 -1.3300
H 3.1319 3.9657 -0.3597
B 2.4154 -1.3626 -3.7218
C 1.1916 -1.9300 -2.9397
N 0.3043 -2.2621 -2.2179
H 2.0923 -0.2566 -4.0430
H 2.5827 -2.0759 -4.7212
H 3.4286 -1.6066 -3.1049
C -2.3534 -3.1264 -0.7315
P -2.5605 -1.5178 0.1809
C -3.4225 -2.0950 1.6609
C -3.9047 -0.7601 -0.8973
H -3.3383 -3.5904 -0.7117
H -1.5967 -3.7741 -0.3610
H -2.0598 -2.9142 -1.7935
H -4.5210 -2.2635 1.5143
H -3.2618 -1.4367 2.5445
H -3.0222 -3.0273 2.0196
H -4.4778 -1.5696 -1.2948
H -3.5420 -0.1526 -1.7753
H -4.5246 -0.1589 -0.2825

Atomic partial charges in e from the Löwdin method, atoms 1 to 4: Pm 1.71; C -0.02; N -0.09; C -0.10

Molecular formula: C16H36CoF5N2O2SSbSi3
Method: DFT, wB97M-V/def2-TZVPD

Results
Relative energy (zero: lowest compared OMol25 entry of this formula, charge and spin) = 0.0 kJ/mol
E_LUMO (spin up / spin down) = 0.57 / 0.58 eV
DFT total energy = -116475.9229 eV
E_HOMO (spin up / spin down) = -7.84 / -8.05 eV
Spin multiplicity = 2
Net charge = 0

Element x y z (Å)
Co -0.4716 0.4821 1.2109
F -3.5622 -1.7373 3.7123
C -3.9304 -0.9306 2.7118
F -4.6800 0.0614 3.2415
F -4.7150 -1.6239 1.8873
C -2.6894 -0.3500 1.9903
O -2.0072 0.4699 2.6505
O -2.4375 -0.7399 0.8402
F 2.1671 0.6375 2.2392
C 0.8269 0.4856 2.5800
F 0.7598 -0.7177 3.2650
H 0.6080 1.2716 3.3156
C -1.6491 3.8165 3.2807
N -2.5510 3.4397 2.2215
C -3.9640 3.2068 2.4996
C -4.4899 2.5866 1.1920
N -3.2721 2.4761 0.4021
C -2.1864 2.9215 1.0488
S -0.6078 2.8105 0.4363
H -1.7170 3.0933 4.0966
H -1.9005 4.8097 3.6537
H -0.6349 3.8226 2.8892
H -4.4623 4.1471 2.7410
H -4.0646 2.5265 3.3479
H -5.2185 3.2294 0.6969
H -4.9449 1.6102 1.3614
H -3.1853 1.9629 -0.4571
C 0.1864 1.5995 -3.3016
Si -0.0560 -0.1991 -2.8300
C -1.8817 -0.5947 -2.6276
C 0.6876 -1.2894 -4.1644
Sb 1.0709 -0.5610 -0.5601
Si 3.4633 0.2727 -0.8284
C 3.4356 2.1072 -0.4736
C 4.0434 -0.0456 -2.5858
C 4.5628 -0.6566 0.3666
Si 1.2028 -3.0912 -0.2732
C -0.5478 -3.7292 -0.4573
C 2.3280 -3.8616 -1.5640
C 1.8740 -3.4320 1.4365
H -0.4904 1.8600 -4.1185
H 1.2068 1.7803 -3.6442
H -0.0226 2.2668 -2.4633
H -2.4825 0.0671 -3.2559
H -2.2118 -0.4926 -1.5936
H -2.0925 -1.6201 -2.9363
H 0.1915 -1.1016 -5.1200
H 0.5677 -2.3473 -3.9315
H 1.7511 -1.0850 -4.2943
H 2.8340 2.6319 -1.2186
H 4.4440 2.5268 -0.4979
H 3.0052 2.2971 0.5085
H 3.5294 0.6068 -3.2942
H 3.8709 -1.0791 -2.8893
H 5.1150 0.1519 -2.6653
H 4.2197 -0.5358 1.3953
H 5.5847 -0.2758 0.2972
H 4.5883 -1.7226 0.1306
H -0.8835 -3.6680 -1.4942
H -1.2444 -3.1510 0.1539
H -0.6049 -4.7753 -0.1481
H 1.8950 -3.8108 -2.5625
H 2.4984 -4.9134 -1.3231
H 3.2999 -3.3660 -1.5937
H 1.3239 -2.8798 2.1957
H 2.9260 -3.1519 1.5144
H 1.7916 -4.4996 1.6564

Atomic partial charges in e from the Löwdin method, atoms 1 to 4: Co 0.09; F 0.17; C -0.55; F 0.13